62
Properties=species:S:1:pos:R:3:forces:R:3 method="wB97M-V/def2-TZVPD" e_lumo_ha="0.1576 / 0.1577" multiplicity=2 charge=-2 orbital_gap_ev="5.743 / 4.888" de_lowest_kj_mol=0.0
Mn 1.050081 0.423705 -1.311675 0.0 0.1 0.0
N 2.005713 0.620713 -3.169841 0.0 0.0 0.0
C 3.281172 1.352466 -3.033130 0.0 0.0 0.0
C 3.427668 2.082904 -1.691987 0.0 0.0 0.0
O 4.368997 2.894353 -1.552359 0.0 0.0 0.0
N 2.521463 1.705257 -0.822180 0.0 -0.1 0.0
C 2.554762 2.161494 0.537798 0.0 0.1 0.0
C 1.389045 1.548164 1.328072 0.0 0.0 0.0
O 1.244807 1.882956 2.511185 0.0 0.0 0.0
O 0.629443 0.726959 0.698740 0.0 0.0 0.0
H 1.388364 1.067579 -3.835167 0.0 0.0 0.0
H 2.171376 -0.344475 -3.456217 0.0 0.0 0.0
H 4.100793 0.632015 -3.083619 0.0 0.0 0.0
H 3.433106 2.069772 -3.843907 0.0 0.0 0.0
H 3.485536 1.890944 1.049229 0.0 0.0 0.0
H 2.477644 3.253921 0.626931 0.0 0.0 0.0
S -2.996763 -0.818523 -2.890575 0.0 0.0 0.0
C -2.163241 -2.292708 -2.559359 0.0 0.0 0.0
C -0.917894 -2.081685 -2.055977 0.0 0.0 0.0
C -0.545179 -0.697551 -1.898829 0.0 0.0 0.0
C -1.598443 0.078154 -2.342982 0.0 0.0 0.0
C -1.492249 1.504874 -2.273847 0.0 0.0 0.0
C -2.501077 2.429334 -2.577278 0.0 0.0 0.0
C -2.252329 3.776934 -2.439465 0.0 0.0 0.0
C -0.996411 4.194879 -2.001097 0.0 0.0 0.0
C -0.047031 3.231132 -1.717867 0.0 0.0 0.0
N -0.269919 1.920204 -1.845990 0.0 0.0 0.0
H -2.653493 -3.237518 -2.747928 0.0 0.0 0.0
H -0.265587 -2.900914 -1.777207 0.0 0.0 0.0
H -3.469295 2.067834 -2.901104 0.0 0.0 0.0
H -3.028158 4.501072 -2.661157 0.0 0.0 0.0
H -0.759024 5.241924 -1.870436 0.0 0.0 0.0
H 0.945182 3.492139 -1.369014 0.0 0.0 0.0
C -2.291122 1.182934 2.312723 0.0 0.0 0.0
C -2.288022 0.091161 1.249236 0.0 0.0 0.0
Sb -0.911556 -1.543416 1.597035 0.0 0.0 0.0
C -2.492123 -2.838515 2.453795 0.0 0.0 0.0
C -3.328972 -2.255957 3.586931 0.0 0.0 0.0
C -0.183088 -0.961253 3.547355 0.0 0.0 0.0
C 0.549353 -2.117421 4.222723 0.0 0.0 0.0
H -2.928607 2.023558 2.012611 0.0 0.0 0.0
H -1.280573 1.566926 2.468636 0.0 0.0 0.0
H -2.661834 0.817290 3.275154 0.0 0.0 0.0
H -1.968835 0.501898 0.293512 0.0 0.0 0.0
H -3.284008 -0.342337 1.107243 0.0 0.0 0.0
H -2.014786 -3.772506 2.769597 0.0 0.0 0.0
H -3.131108 -3.096177 1.601992 0.0 0.0 0.0
H -2.712213 -2.040098 4.462880 0.0 0.0 0.0
H -4.132354 -2.929050 3.913674 0.0 0.0 0.0
H -3.795080 -1.314229 3.285893 0.0 0.0 0.0
H -1.015476 -0.615963 4.163435 0.0 0.0 0.0
H 0.475705 -0.107422 3.381278 0.0 0.0 0.0
H -0.107612 -2.979963 4.379048 0.0 0.0 0.0
H 0.951507 -1.831651 5.201076 0.0 0.0 0.0
H 1.390294 -2.458090 3.612770 0.0 0.0 0.0
Cl 2.744060 -3.733571 0.622117 0.0 0.0 0.0
C 3.462430 -3.258107 -0.926413 0.0 0.0 0.0
Cl 5.199918 -2.865951 -0.708515 0.0 0.0 0.0
C 2.753832 -2.055511 -1.613577 -0.1 0.0 0.0
O 2.816070 -2.110160 -2.856094 0.0 0.0 0.0
O 2.237049 -1.216697 -0.854812 0.0 0.0 -0.1
H 3.428079 -4.118006 -1.583054 0.0 0.0 0.0


90
Properties=species:S:1:pos:R:3:forces:R:3 method="wB97M-V/def2-TZVPD" e_lumo_ha=-0.1064 charge=+1 orbital_gap_ev=8.510
N -0.272021 2.524682 1.794862 0.2 0.0 0.0
C -1.253896 1.823305 0.970378 0.0 0.1 0.0
C -1.162424 0.298931 0.885767 -0.1 0.0 0.0
C -0.219822 -0.255305 -0.183600 0.0 0.0 -0.2
C 1.291530 -0.265443 0.117685 0.1 -0.1 0.1
C 1.543125 -0.574336 1.584685 0.0 -0.2 0.1
S 3.231719 -1.102826 2.013155 -0.1 0.0 -0.2
C 4.390138 -0.088625 1.050814 0.0 0.0 0.1
C 4.230788 1.403989 1.389766 0.0 0.0 0.2
C 5.622600 2.007887 1.443044 0.1 -0.1 -0.1
Cl 5.617223 3.774544 1.629389 -0.2 -0.1 0.0
H -0.100963 2.092237 2.692934 -0.1 0.0 0.0
H 0.604120 2.715425 1.329300 0.0 -0.1 0.0
H -2.250613 2.085482 1.332208 0.1 0.0 0.0
H -1.169269 2.244436 -0.037157 -0.1 0.0 0.0
H -0.941962 -0.105590 1.881567 -0.1 0.0 -0.1
H -2.157438 -0.085790 0.648824 0.0 0.0 0.0
H -0.520478 -1.276203 -0.426593 0.0 0.0 0.1
H -0.369702 0.336283 -1.092281 0.0 -0.1 0.0
H 1.764346 0.677231 -0.156772 0.0 0.1 0.1
H 1.765511 -1.045891 -0.488507 0.0 0.1 0.0
H 1.328966 0.252642 2.263275 0.0 0.0 -0.1
H 0.953615 -1.436336 1.915722 0.0 0.1 0.0
H 3.238834 -2.214051 1.251184 0.1 0.0 0.0
H 4.266844 -0.306871 -0.007761 0.0 0.0 0.0
H 5.368305 -0.459983 1.371257 0.0 0.0 -0.1
H 3.732455 1.554582 2.354194 0.0 0.0 -0.1
H 3.633944 1.906286 0.631237 -0.1 0.0 0.0
H 6.148908 1.767296 0.523628 -0.1 0.1 0.1
H 6.198061 1.589317 2.268489 -0.1 0.0 0.0
O -4.542212 0.603965 1.866019 0.1 0.1 0.1
S -5.911395 0.283585 2.167087 0.2 -0.2 -0.1
O -6.360992 -1.034339 1.822512 -0.1 0.0 0.1
O -6.851456 1.377888 1.554020 -0.1 0.0 -0.1
C -6.671428 1.744631 0.145383 0.1 0.1 0.0
C -7.250673 0.719603 -0.795498 0.0 0.0 0.0
C -6.253210 0.593978 3.861498 0.0 0.0 0.0
H -5.609186 1.913139 -0.026390 0.0 0.0 0.0
H -7.188598 2.697851 0.077450 0.0 0.0 0.0
H -6.687978 -0.212289 -0.771125 0.0 0.0 0.0
H -7.205183 1.131800 -1.804118 0.0 0.0 0.0
H -8.288643 0.505196 -0.543079 0.0 0.0 0.0
H -5.914196 1.595776 4.109249 0.0 0.0 0.0
H -5.705282 -0.155801 4.428031 0.0 0.0 0.0
H -7.322707 0.485641 4.021615 0.0 0.0 0.0
O 7.608133 -0.123961 0.532514 0.1 -0.1 0.0
S 8.793276 0.512900 0.000771 -0.1 0.0 -0.1
O 8.986805 0.471014 -1.412963 0.0 0.0 0.0
O 10.053069 -0.023310 0.763456 0.0 -0.1 0.0
C 10.248628 -1.476341 0.842033 0.0 0.1 0.0
C 10.812034 -2.042089 -0.437436 0.0 0.0 0.0
C 8.809389 2.170419 0.571999 0.1 0.2 0.0
H 9.293056 -1.922691 1.115482 0.0 0.0 0.0
H 10.937092 -1.578812 1.676398 0.0 0.0 0.0
H 10.097662 -1.980143 -1.255839 0.0 0.0 0.0
H 11.063342 -3.090337 -0.270032 0.0 0.0 0.0
H 11.719235 -1.512089 -0.724221 0.0 0.0 0.0
H 8.644189 2.161377 1.645797 0.0 0.1 0.0
H 7.995228 2.668825 0.051730 0.0 0.1 0.0
H 9.739394 2.677734 0.329137 0.1 -0.2 -0.1
O -3.029434 -5.032800 -0.219346 0.0 0.0 0.1
S -2.778920 -4.101522 0.838309 0.0 0.0 -0.1
O -1.980001 -2.945190 0.537043 0.1 0.1 0.1
O -2.131778 -4.876800 2.065616 0.1 0.0 0.0
C -1.094787 -5.848870 1.761782 -0.1 0.0 0.0
C 0.239122 -5.189149 1.490855 0.0 0.0 0.0
C -4.264377 -3.602869 1.618414 -0.1 0.0 0.0
H -1.430060 -6.452530 0.919465 0.0 0.0 0.0
H -1.064026 -6.472476 2.651794 0.0 0.0 0.0
H 0.211437 -4.614170 0.565811 0.0 0.0 0.0
H 1.002196 -5.963913 1.403529 0.0 0.0 0.0
H 0.504160 -4.529340 2.319295 0.0 0.0 0.0
H -4.833072 -4.492787 1.873469 0.0 0.0 0.0
H -4.810959 -2.981525 0.911756 0.0 0.0 0.0
H -4.014777 -3.020798 2.501263 0.0 0.0 0.0
O -5.555393 2.744781 -3.146998 0.1 0.0 0.1
S -5.037202 3.523502 -4.237485 -0.2 0.0 0.0
O -5.962176 4.251077 -5.047979 0.1 0.0 0.0
O -4.122540 2.597674 -5.134396 0.0 -0.1 -0.1
C -4.684499 1.318010 -5.566051 0.1 0.1 0.1
C -5.648293 1.477102 -6.716442 0.0 0.0 0.0
C -3.784471 4.613047 -3.662333 0.0 0.0 0.0
H -5.145562 0.848519 -4.697400 0.0 0.0 0.0
H -3.802207 0.748036 -5.846837 0.0 0.0 0.0
H -6.551722 2.002533 -6.413730 0.0 0.0 0.0
H -5.924114 0.485468 -7.078288 0.0 0.0 0.0
H -5.182908 2.026575 -7.533952 0.0 0.0 0.0
H -3.070937 4.048931 -3.068769 0.0 0.0 0.0
H -4.291003 5.361833 -3.056955 0.0 0.0 0.0
H -3.311536 5.077228 -4.523614 0.0 0.0 0.0


8
Properties=species:S:1:pos:R:3:forces:R:3 method="wB97M-V/def2-TZVPD" e_lumo_ha=0.0285 smiles="FC1=NC1.F" orbital_gap_ev=11.877 de_lowest_kj_mol=157.2
C 0.040722 0.210216 -0.816535 -0.9 0.1 -1.7
C 0.417140 -1.033665 -0.230714 -1.0 0.1 1.3
N -0.196397 -0.362352 0.647800 1.7 -0.5 -1.7
F 0.994836 -2.219740 -0.368358 -0.6 1.1 0.2
F 0.065233 -1.440426 2.967342 -2.0 1.7 -0.9
H 0.808387 0.920145 -1.205974 -0.5 -0.2 1.3
H -0.929607 0.317504 -1.370091 1.0 -0.4 0.4
H -0.557487 -0.811557 2.500511 2.2 -1.9 1.1


In the order shown, the computed total energy values come out to -110680.0837 -114317.9765 -9045.0093 eV.